1.
{
  "formula": "C14H17CuF6N4O5S2",
  "method": "the ωB97M-V functional and the def2-TZVPD basis",
  "spin_multiplicity": 2,
  "gap_ha": [0.2831, 0.2788],
  "homo_energy_ev": [-5.487, -5.479],
  "s_squared": 0.75,
  "mol_weight_g_mol": 562.98,
  "total_charge": -1,
  "elements": ["Cu", "C", "C", "C", "C", "C", "C", "C", "S", "O", "O", "N", "C", "C", "O", "O", "H", "H", "H", "H", "H", "H", "H", "H", "H", "N", "N", "C", "N", "S", "H", "H", "H", "H", "H", "C", "C", "O", "C", "F", "F", "F", "C", "F", "F", "F", "H", "H", "H"],
  "coordinates": [[-0.618, 1.315, -0.233], [3.436, -3.055, 2.039], [2.039, -2.568, 1.761], [1.023, -2.722, 2.704], [-0.261, -2.273, 2.446], [-0.548, -1.672, 1.223], [0.438, -1.531, 0.264], [1.726, -1.970, 0.547], [-2.212, -1.072, 1.039], [-2.507, -0.459, 2.345], [-3.075, -2.192, 0.736], [-2.090, -0.027, -0.137], [-3.362, 0.701, -0.343], [-3.240, 2.218, -0.097], [-4.269, 2.861, 0.030], [-2.045, 2.700, -0.065], [3.568, -3.299, 3.093], [4.179, -2.303, 1.766], [3.657, -3.952, 1.458], [1.245, -3.193, 3.656], [-1.041, -2.368, 3.189], [0.227, -1.055, -0.687], [2.499, -1.830, -0.200], [-4.166, 0.335, 0.296], [-3.696, 0.565, -1.375], [-0.645, 1.600, 2.064], [0.537, 1.226, 2.710], [1.682, 1.234, 2.005], [2.761, 0.681, 2.637], [1.797, 1.928, 0.492], [-0.869, 2.580, 2.206], [-1.415, 0.972, 2.336], [0.456, 0.660, 3.544], [2.586, -0.071, 3.286], [3.552, 0.539, 2.030], [-1.541, 1.180, -3.250], [-0.032, 1.003, -3.049], [0.337, 0.651, -1.786], [0.450, -0.128, -3.987], [1.776, -0.315, -3.955], [0.127, 0.072, -5.280], [-0.112, -1.291, -3.634], [0.675, 2.331, -3.417], [2.003, 2.287, -3.265], [0.449, 2.730, -4.684], [0.230, 3.316, -2.622], [-2.031, 0.251, -2.964], [-1.791, 1.433, -4.280], [-1.891, 1.976, -2.593]]
}

2.
{
  "formula": "C14H17F3IN2O2S3Ti",
  "method": "the ωB97M-V functional and the def2-TZVPD basis",
  "spin_multiplicity": 3,
  "gap_ha": [0.2468, 0.2240],
  "homo_energy_ev": [-4.261, -4.658],
  "s_squared": 2.02,
  "mol_weight_g_mol": 573.27,
  "total_charge": -1,
  "elements": ["Ti", "C", "C", "S", "C", "C", "S", "H", "H", "H", "H", "H", "H", "F", "C", "F", "F", "C", "O", "O", "I", "C", "C", "C", "C", "C", "N", "H", "H", "H", "H", "N", "C", "H", "C", "S", "C", "H", "H", "H", "H", "H", "H"],
  "coordinates": [[0.850, 0.917, -0.406], [-3.723, 3.044, -0.775], [-2.423, 2.415, -0.334], [-1.348, 1.949, -1.551], [-2.154, 2.240, 1.023], [-3.152, 2.656, 2.072], [-0.733, 1.522, 1.607], [-3.772, 3.066, -1.861], [-3.810, 4.071, -0.410], [-4.583, 2.484, -0.399], [-3.853, 3.410, 1.714], [-2.632, 3.049, 2.944], [-3.731, 1.789, 2.403], [3.003, -2.145, -3.330], [1.800, -1.823, -2.857], [0.928, -2.734, -3.358], [1.820, -2.018, -1.531], [1.363, -0.381, -3.282], [1.354, -0.191, -4.478], [1.048, 0.401, -2.336], [1.832, 3.498, -0.189], [2.695, -0.250, 1.128], [3.555, -0.286, 2.223], [3.066, -0.753, 3.427], [1.734, -1.134, 3.528], [0.917, -0.986, 2.425], [1.387, -0.555, 1.254], [4.575, 0.056, 2.112], [3.710, -0.805, 4.297], [1.324, -1.494, 4.462], [-0.147, -1.182, 2.474], [4.024, 0.145, -0.857], [2.919, 0.292, -0.241], [4.718, -0.384, -0.317], [-1.988, -1.456, -2.153], [-1.352, -1.238, -0.480], [-0.810, -2.931, -0.175], [-2.861, -2.108, -2.148], [-1.218, -1.867, -2.804], [-2.268, -0.470, -2.515], [-0.231, -3.303, -1.017], [-1.664, -3.586, 0.007], [-0.169, -2.923, 0.706]]
}

3.
{
  "formula": "C14H17F3N2O3",
  "method": "the ωB97M-V functional and the def2-TZVPD basis",
  "smiles": "CCCCC1=NN(C(=O)c2cocc2C)[C@@](O)(C(F)(F)F)C1",
  "gap_ha": 0.3513,
  "homo_energy_ev": -8.883,
  "mol_weight_g_mol": 318.29,
  "elements": ["C", "C", "C", "C", "C", "N", "N", "C", "O", "C", "C", "O", "C", "C", "C", "C", "O", "C", "F", "F", "F", "C", "H", "H", "H", "H", "H", "H", "H", "H", "H", "H", "H", "H", "H", "H", "H", "H", "H"],
  "coordinates": [[4.639, 1.785, -1.784], [3.195, 1.950, -1.325], [3.107, 2.765, -0.037], [1.656, 2.977, 0.417], [0.972, 1.692, 0.702], [0.008, 1.251, -0.001], [-0.421, 0.052, 0.478], [-1.592, -0.580, 0.136], [-1.989, -1.509, 0.824], [-2.283, -0.097, -1.053], [-1.845, 0.758, -2.034], [-2.773, 0.906, -2.974], [-3.834, 0.149, -2.620], [-3.603, -0.503, -1.449], [-4.506, -1.430, -0.724], [0.408, -0.411, 1.615], [-0.319, -0.750, 2.730], [1.242, -1.623, 1.110], [0.520, -2.720, 0.892], [2.201, -1.954, 1.987], [1.869, -1.328, -0.043], [1.343, 0.785, 1.852], [4.681, 1.206, -2.702], [5.223, 1.267, -1.026], [5.097, 2.755, -1.966], [2.750, 0.966, -1.168], [2.620, 2.452, -2.106], [3.671, 2.263, 0.752], [3.564, 3.744, -0.197], [1.099, 3.497, -0.362], [1.651, 3.587, 1.323], [-0.920, 1.284, -2.148], [-4.682, 0.153, -3.276], [-5.438, -1.555, -1.269], [-4.022, -2.397, -0.599], [-4.717, -1.046, 0.272], [-1.059, -1.327, 2.436], [2.394, 0.503, 1.843], [1.110, 1.244, 2.815]]
}

4.
{
  "formula": "C14H17F3N2O4",
  "method": "the ωB97M-V functional and the def2-TZVPD basis",
  "smiles": "CCOC(=O)[C@](NC(=O)Nc1ccccc1)(OCC)C(F)(F)F",
  "gap_ha": 0.3683,
  "homo_energy_ev": -9.595,
  "mol_weight_g_mol": 334.29,
  "elements": ["C", "C", "O", "C", "O", "C", "N", "C", "O", "N", "C", "C", "C", "C", "C", "C", "O", "C", "C", "C", "F", "F", "F", "H", "H", "H", "H", "H", "H", "H", "H", "H", "H", "H", "H", "H", "H", "H", "H", "H"],
  "coordinates": [[-3.126, -3.143, -0.605], [-3.462, -1.958, 0.137], [-2.737, -1.006, -0.294], [-1.870, -0.636, 0.777], [-1.784, -1.116, 2.003], [-0.926, 0.627, 0.086], [0.406, 0.158, 0.107], [0.772, -1.227, -0.055], [-0.214, -1.794, -0.204], [1.942, -1.447, -0.162], [3.223, -0.932, -0.109], [4.326, -1.149, 0.736], [5.458, -0.510, 0.643], [5.475, 0.709, 0.274], [4.495, 1.055, -0.512], [3.255, 0.424, -0.567], [-0.856, 1.814, 0.938], [-1.751, 1.729, 2.109], [-3.200, 2.250, 1.750], [-1.292, 0.885, -1.271], [-1.238, -0.056, -2.122], [-2.443, 1.758, -1.306], [-0.373, 1.948, -1.857], [-3.782, -3.989, -0.169], [-3.304, -2.879, -1.731], [-2.245, -3.224, -0.393], [-3.397, -2.080, 1.183], [-4.569, -1.655, -0.148], [1.169, 0.965, 0.229], [2.122, -2.494, 0.129], [4.238, -2.086, 1.239], [6.198, -0.785, 1.471], [6.406, 1.319, 0.118], [4.489, 2.215, -0.955], [2.575, 0.947, -1.310], [-1.402, 2.794, 2.454], [-1.573, 1.105, 2.803], [-3.863, 2.278, 2.805], [-3.619, 1.146, 1.415], [-3.357, 3.014, 1.025]]
}

5.
{
  "formula": "C14H17FeNO2",
  "method": "the ωB97M-V functional and the def2-TZVPD basis",
  "spin_multiplicity": 5,
  "gap_ha": [0.0734, 0.2849],
  "homo_energy_ev": [7.266, 2.223],
  "s_squared": 6.00,
  "mol_weight_g_mol": 287.14,
  "total_charge": -4,
  "elements": ["C", "C", "N", "O", "O", "H", "H", "H", "H", "C", "C", "C", "C", "C", "C", "C", "Fe", "C", "C", "C", "C", "C", "H", "H", "H", "H", "H", "H", "H", "H", "H", "H", "H", "H", "H"],
  "coordinates": [[-0.946, 2.888, -2.175], [0.071, 1.895, -1.689], [1.471, 2.613, -1.822], [2.447, 1.931, -1.460], [1.502, 3.782, -2.219], [-1.893, 2.383, -2.227], [-0.906, 3.748, -1.522], [-0.816, 3.258, -3.217], [0.162, 1.183, -2.467], [0.707, 2.138, 0.997], [0.268, 1.314, -0.270], [-0.708, 0.259, 0.068], [-1.140, -0.776, -0.907], [-2.031, -1.666, -0.252], [-2.161, -1.244, 1.141], [-1.339, -0.089, 1.353], [-0.262, -1.611, 0.663], [1.419, -1.556, 1.690], [1.672, -1.915, 0.308], [0.886, -3.085, -0.008], [0.139, -3.465, 1.176], [0.462, -2.514, 2.238], [1.619, 2.677, 0.781], [-0.104, 2.770, 1.400], [0.975, 1.465, 1.840], [1.174, 0.782, -0.461], [-0.877, -0.743, -1.960], [-2.578, -2.493, -0.690], [-2.813, -1.705, 1.890], [-1.259, 0.498, 2.271], [1.924, -0.778, 2.248], [2.392, -1.442, -0.332], [0.916, -3.620, -0.933], [-0.494, -4.331, 1.282], [0.121, -2.551, 3.267]]
}

6.
{
  "formula": "C14H17HgNO2",
  "method": "the ωB97M-V functional and the def2-TZVPD basis",
  "gap_ha": 0.2275,
  "homo_energy_ev": -6.634,
  "mol_weight_g_mol": 431.88,
  "elements": ["C", "C", "C", "H", "C", "H", "H", "H", "C", "H", "H", "C", "H", "H", "C", "H", "H", "C", "H", "H", "Hg", "H", "O", "C", "O", "C", "C", "C", "C", "C", "N", "H", "H", "H", "H"],
  "coordinates": [[1.796, 2.047, 0.716], [-1.046, 1.750, -0.768], [1.805, 0.955, -0.325], [2.560, 2.758, 0.390], [-0.660, 0.859, -1.841], [-2.004, 1.513, -0.298], [2.554, 0.206, -0.094], [-1.388, 0.100, -2.105], [1.827, 1.367, -1.769], [2.726, 0.931, -2.240], [1.967, 2.454, -1.810], [0.471, 2.818, 0.956], [0.694, 3.793, 1.401], [-0.138, 2.271, 1.688], [-0.356, 2.988, -0.333], [0.266, 3.407, -1.131], [-1.159, 3.717, -0.133], [0.595, 0.978, -2.632], [0.435, 1.688, -3.449], [0.778, -0.004, -3.103], [0.053, -0.071, -0.048], [2.132, 1.645, 1.688], [-0.823, -0.737, 3.679], [-0.690, -0.637, 2.460], [0.221, 0.175, 2.028], [-1.552, -1.497, 1.520], [-2.455, -2.416, 1.975], [-3.180, -3.201, 1.076], [-2.989, -3.066, -0.292], [-2.083, -2.145, -0.766], [-1.432, -1.422, 0.156], [-2.595, -2.534, 3.044], [-3.893, -3.934, 1.454], [-3.536, -3.679, -0.998], [-1.884, -2.015, -1.832]]
}